Entry 1:
Below is a cluster of 2 separate species, C3H12N2O2 in total, with properties calculated with the ωB97M-V functional and the def2-TZVPD basis.

Each line ends with the Mulliken charge.
Atoms and positions in Å:
C -0.24880 0.63654 -0.30082  -0.209
N 0.40697 0.16133 0.91825  -0.325
C 1.63637 1.00002 1.26490  -0.401
O 2.66465 0.15908 1.76573  -0.547
C -1.57233 -0.25355 -0.43998  -0.554
N -2.64037 0.21264 0.52577  -0.539
H 0.52197 0.40784 -1.12994  0.093
H -0.57214 1.67803 -0.40831  0.265
H -0.16912 0.06161 1.73639  0.292
H 2.14365 1.46326 0.44132  0.341
H 1.53191 1.55365 2.16275  0.261
H 2.80316 -0.56169 1.14480  0.297
H -1.92018 -0.06523 -1.49245  0.252
H -1.36251 -1.29286 -0.03083  0.367
H -3.29964 -0.54861 0.61761  0.211
H -2.99530 1.11875 0.25101  0.201
H 1.10553 -1.10050 -2.67946  0.327
H 0.62713 -2.66614 -2.10370  0.320
O 1.33903 -1.96419 -2.24303  -0.652

Atomic forces in eV per Å
C -0.516 -2.620 -0.342
N 2.526 2.427 -0.425
C -0.294 -3.216 0.572
O 0.459 -0.940 0.317
C 0.265 1.249 0.685
N 1.944 -0.364 -0.550
H -1.496 0.379 0.953
H 0.249 0.205 0.453
H -0.518 0.303 -0.035
H -0.977 0.951 -0.842
H -0.850 1.604 0.223
H -0.048 -0.113 -0.114
H 0.257 -1.156 0.691
H 0.005 1.024 -1.530
H -0.460 0.677 -0.070
H -0.572 -0.384 0.049
H -0.571 -1.980 0.691
H 1.008 2.320 -0.750
O -0.412 -0.366 0.024

Its orbital gap is 9.7 eV. The value obtained for the energy is -381.422805 Ha. Its energy above the lowest of the compared OMol25 structures with the same formula, charge and spin is 2.506 eV. The structure (SMILES) is NCCNCO.O.

=====

Entry 2:
Below is a cluster of 3 separate species, C3H12N2O3 in total, with properties calculated with the ωB97M-V functional and the def2-TZVPD basis.

Each line ends with the Mulliken spin population.
Atoms and positions in Å:
N 0.55520 1.40234 -0.09973  0.326
C 0.32872 0.08473 -0.72203  -0.428
C -0.39194 0.17377 -2.05044  1.430
C -0.47035 -0.72774 0.27913  2.245
N -1.49056 -1.54091 -0.13494  -0.055
O 0.03016 -1.02331 1.40127  -0.342
H 0.70175 2.06301 -0.85374  -0.063
H 1.41037 1.36502 0.45705  -0.252
H 1.25021 -0.51148 -0.89376  0.043
H -1.27965 0.81755 -1.97149  0.414
H -0.65692 -0.79929 -2.46180  -0.407
H 0.19972 0.75481 -2.76683  -1.139
H -1.94448 -2.13484 0.53988  -0.191
H -2.00588 -1.42942 -0.99119  -0.325
H -1.27488 1.80585 1.36522  0.000
H -1.36283 0.62400 2.29900  0.028
O -1.91832 1.18998 1.75308  -0.156
H 2.05429 -0.69568 1.27785  0.008
H 3.25861 -0.79327 2.25292  -0.033
O 3.00680 -0.62513 1.32056  -0.102

Atomic forces in eV per Å
N 0.320 -0.135 -0.268
C -1.084 -0.440 0.295
C -0.087 1.491 -0.233
C 0.811 -2.689 0.937
N -0.282 0.546 -0.374
O -0.113 1.237 -0.662
H 0.199 0.149 0.023
H -0.107 0.104 -0.127
H -0.083 0.327 0.210
H -0.170 -0.450 0.265
H 0.097 -0.050 -0.132
H 0.282 -0.459 -0.078
H 0.346 0.115 0.215
H 0.162 0.324 -0.124
H -0.053 -0.358 -0.201
H 0.091 -0.231 -0.130
O -0.131 0.595 0.290
H -1.046 -0.322 0.296
H -0.487 0.136 -0.878
O 1.334 0.108 0.679

Its orbital gap (alpha / beta) is 2.8 / 9.8 eV. The value obtained for the energy is -456.717663 Ha. The multiplicity is 2. Its energy above the lowest of the compared OMol25 structures with the same formula, charge and spin is 0.000 eV. Its net charge is -1.

=====

Entry 3:
Below is a cluster of 3 separate species, C3H12N2O3 in total, with properties calculated with the ωB97M-V functional and the def2-TZVPD basis.

Each line ends with the Mulliken charge.
Atoms and positions in Å:
C -1.71230 1.38870 -0.13735  0.193
N -0.48021 1.90638 -0.31336  -0.121
C 0.63330 1.15714 -0.96160  -0.693
C 0.56084 -0.32698 -0.62133  0.267
N 1.77527 -0.90040 -1.38736  -0.608
O -2.42622 1.78750 0.70547  -0.555
H -1.92565 0.35086 -0.70097  0.257
H -0.18763 2.65882 0.26946  0.248
H 1.59363 1.68896 -0.64083  0.372
H 0.64355 1.20489 -2.09221  0.259
H 0.62262 -0.53301 0.49815  -0.302
H -0.35272 -0.78683 -0.96221  0.390
H 2.71605 -0.50728 -1.25892  0.191
H 1.77233 -1.88422 -1.34887  0.188
H -1.91564 -2.33098 0.18975  0.229
H -2.51374 -1.16714 0.81871  0.281
O -1.87560 -1.42126 0.12165  -0.554
H 0.33453 -1.00286 2.37725  0.275
H 1.59953 -0.24723 2.63785  0.311
O 1.13806 -1.03505 2.80671  -0.628

Atomic forces in eV per Å
C 1.931 -3.306 -1.944
N 1.621 -0.726 -1.765
C -0.263 0.886 -0.377
C 3.730 -0.074 0.207
N -1.572 1.227 0.343
O -3.040 1.299 2.238
H 0.408 2.753 0.485
H -0.297 0.425 0.452
H -1.182 -1.058 -0.224
H -0.294 0.240 1.163
H -0.018 0.452 -1.441
H 0.405 -0.002 -0.462
H -1.019 -0.175 0.483
H 0.323 -1.116 0.099
H 0.132 -3.288 -0.113
H 0.353 0.338 -0.522
O -1.194 2.158 1.210
H -2.637 0.286 -1.410
H 0.757 1.603 -0.403
O 1.855 -1.921 1.982

Its orbital gap is 9.6 eV. The value obtained for the energy is -456.685136 Ha. Its energy above the lowest of the compared OMol25 structures with the same formula, charge and spin is 2.314 eV. The structure (SMILES) is NCCNC=O.O.O.

=====

Entry 4:
Below is a cluster of 3 separate species, C3H12N2O3 in total, with properties calculated with the ωB97M-V functional and the def2-TZVPD basis.

Each line ends with the Mulliken spin population.
Atoms and positions in Å:
C 1.40592 0.86608 0.43206  0.017
N 0.58288 -0.12722 1.04630  0.605
C -0.52284 -0.54400 0.22020  0.038
C -1.68634 0.44344 0.58168  0.051
N -2.33490 0.22032 1.79867  0.029
O -2.01967 1.38095 -0.07984  0.190
H 1.77230 0.54552 -0.56543  0.040
H 2.26565 1.16473 1.02372  0.002
H 0.80556 1.76715 0.23307  0.027
H 1.03731 -0.92253 1.48524  -0.011
H -0.82027 -1.57832 0.41304  0.003
H -0.32598 -0.40973 -0.84536  0.004
H -1.70777 -0.10961 2.52274  0.001
H -2.89327 1.02728 2.04330  0.000
H -0.06333 1.39842 -3.28512  0.000
H -1.52507 0.80282 -3.03478  -0.001
O -0.89621 1.06545 -3.68166  0.002
H 1.77959 -1.97067 0.30247  0.000
H 3.04936 -2.51101 -0.20483  0.000
O 2.09710 -2.50908 -0.40545  0.005

Atomic forces in eV per Å
C 0.569 1.246 -0.173
N -0.176 -1.288 -2.456
C 0.153 -0.035 0.520
C -2.205 1.006 2.144
N 1.599 -0.239 -1.145
O 0.781 -0.418 -1.182
H -0.223 -0.235 0.380
H -0.073 -0.225 0.277
H -0.057 -0.189 0.060
H -0.071 0.501 1.035
H -0.014 0.236 0.209
H 0.074 0.166 0.096
H -0.413 -0.261 0.195
H -0.139 -0.098 0.200
H -1.152 -0.340 -0.110
H -0.539 -0.041 1.075
O 1.659 0.437 -0.949
H -0.387 0.187 0.511
H -0.199 -0.355 -0.448
O 0.814 -0.055 -0.238

Its orbital gap (alpha / beta) is 10.5 / 5.3 eV. The value obtained for the energy is -456.386371 Ha. The multiplicity is 2. Its energy above the lowest of the compared OMol25 structures with the same formula, charge and spin is 1.464 eV. Its net charge is +1.

=====

Entry 5:
Below is a cluster of 3 separate species, C3H12N2O3 in total, with properties calculated with the ωB97M-V functional and the def2-TZVPD basis.

Each line ends with the Mulliken spin population.
Atoms and positions in Å:
O 2.45410 0.73230 1.49406  0.000
C 1.56348 1.49311 1.23458  0.002
C 0.97075 1.20647 -0.16639  0.004
N -0.51398 0.74594 0.03684  0.620
C -1.14390 0.46885 -1.29060  -0.011
N -2.60821 0.17938 -0.92335  0.232
H 1.36295 2.33102 1.90994  0.001
H 1.50847 0.41367 -0.60226  0.032
H 1.06519 2.11947 -0.75795  0.001
H -0.57284 -0.00320 0.77484  -0.003
H -1.03454 1.35248 -1.94722  0.038
H -0.86693 -0.52175 -1.74345  0.072
H -3.24331 -0.11701 -1.66983  0.001
H -2.95671 0.84715 -0.29075  0.000
H 3.06420 -1.19180 0.20605  0.001
H 2.24238 -2.40708 0.41634  0.000
O 3.09737 -2.06188 0.60771  0.001
H -1.75715 -1.77254 1.63495  0.001
H -1.26959 -1.56655 0.19534  -0.001
O -1.36171 -2.24803 0.88116  0.011

Atomic forces in eV per Å
O 0.284 0.066 0.823
C 1.428 -1.246 -1.079
C -2.811 2.258 2.576
N 2.737 -1.243 -3.195
C -3.725 -0.528 2.846
N 2.813 0.091 -1.686
H -0.724 0.215 -0.289
H 0.544 -1.199 -0.520
H -0.574 -0.159 -0.247
H -0.358 0.983 -0.688
H 0.205 -0.529 0.104
H 0.745 0.851 0.197
H 0.461 0.068 0.440
H -0.833 0.822 0.622
H 0.398 0.253 0.171
H -1.005 -0.836 -0.077
O 0.654 0.406 -0.021
H 0.005 -0.527 -0.266
H -0.511 -0.747 0.118
O 0.266 1.002 0.174

Its orbital gap (alpha / beta) is 10.3 / 4.7 eV. The value obtained for the energy is -456.312391 Ha. The multiplicity is 2. Its energy above the lowest of the compared OMol25 structures with the same formula, charge and spin is 3.477 eV. Its net charge is +1.